<one>
The following is a quantum chemistry calculation of an isolated molecule of C2H3NO2S, from the Open Molecules 2025 dataset.

Calculated values
Gap between HOMO and LUMO: 9.45 eV
LUMO energy: -0.1 eV
SMILES string: O=CNSC=O
E_HOMO: -9.57 eV
Molecular weight: 105.12 g/mol

Positions of all 9 atoms, in Å:
S -0.400 -1.290 0.002
O 2.833 -0.566 -0.245
O -2.144 0.688 -0.269
N 0.410 0.234 0.535
C -1.964 -0.458 -0.132
C 1.875 0.317 -0.044
H 2.377 1.360 -0.493
H -2.760 -1.248 0.134
H -0.227 0.963 0.511

Löwdin atomic charge list, values in e, 4 entries:
1 S 0.94
2 O -0.09
3 O 0.01
4 N -0.25

<two>
The following is a quantum chemistry calculation of an isolated molecule of C2H3NO2S, from the Open Molecules 2025 dataset.

Calculated values
Gap between HOMO and LUMO: 8.96 eV
LUMO energy: 0.2 eV
SMILES string: O=C1NSCO1
E_HOMO: -8.78 eV
Molecular weight: 105.12 g/mol

Positions of all 9 atoms, in Å:
S 1.525 -0.723 0.001
O -0.589 0.963 -0.022
O -2.323 -0.494 0.015
N -0.149 -1.297 -0.005
C 0.826 1.005 -0.005
C -1.143 -0.289 -0.011
H 1.154 1.532 0.978
H 1.180 1.554 -0.894
H -0.480 -2.250 -0.057

Löwdin atomic charge list, values in e, 4 entries:
1 S 0.87
2 O -0.03
3 O 0.11
4 N -0.24

<three>
The following is a quantum chemistry calculation of an isolated molecule of C2H3NO2S, from the Open Molecules 2025 dataset.

Calculated values
Gap between HOMO and LUMO: 7.93 eV
LUMO energy: -1.3 eV
E_HOMO: -9.18 eV
Molecular weight: 105.12 g/mol

Positions of all 9 atoms, in Å:
S 2.777 0.000 0.082
O 1.596 -1.232 -0.666
O 0.423 -2.242 0.854
N 0.389 -1.502 -0.073
C -0.611 -0.915 -0.607
C 2.007 0.995 0.969
H 0.987 1.366 0.754
H -0.395 -0.297 -1.457
H -1.679 -1.225 -0.484

Löwdin atomic charge list, values in e, 4 entries:
1 S 1.00
2 O -0.39
3 O 0.03
4 N -0.50

<four>
The following is a quantum chemistry calculation of a structure of composition C2H3NO2S, from the Open Molecules 2025 dataset.

Calculated values
Gap between HOMO and LUMO: 8.16 eV
LUMO energy: -1.7 eV
E_HOMO: -9.89 eV
Molecular weight: 105.12 g/mol

Positions of all 9 atoms, in Å:
S -1.262 -0.337 1.456
O 1.342 0.739 -1.068
O -2.356 0.435 0.993
N 0.594 0.936 1.089
C -0.221 -0.869 -0.044
C 0.637 0.420 -0.129
H 0.178 -1.763 0.442
H -0.647 -1.105 -1.017
H 0.926 1.835 1.180

Löwdin atomic charge list, values in e, 4 entries:
1 S 1.07
2 O 0.06
3 O -0.48
4 N 0.05

Which structure is the least stable? The one labeled <three>.

<one>
The following is a quantum chemistry calculation of a cluster of 2 separate species, C2H3NO2S in total, from the Open Molecules 2025 dataset.

Calculated values
Gap between HOMO and LUMO (alpha / beta): 8.09 / 8.85 eV
LUMO energy (alpha / beta): 0.0 / 0.1 eV
E_HOMO (alpha / beta): -8.11 / -8.71 eV
Molecular weight: 105.12 g/mol

Positions of all 9 atoms, in Å:
S 1.930 -0.756 -0.062
O -1.131 -0.261 -0.540
O 2.947 1.637 0.606
N -0.382 0.904 -0.577
C 2.635 0.607 0.229
C -1.690 -0.839 0.420
H -0.258 0.876 -1.633
H -2.339 -1.580 0.050
H -1.711 -0.589 1.507

Löwdin atomic charge list, values in e, 4 entries:
1 S 0.78
2 O -0.25
3 O 0.12
4 N 0.00

<two>
The following is a quantum chemistry calculation of an isolated molecule of C2H3NO2S, from the Open Molecules 2025 dataset.

Calculated values
Gap between HOMO and LUMO: 9.35 eV
LUMO energy: 0.3 eV
SMILES string: N#CCOSO
E_HOMO: -9.06 eV
Molecular weight: 105.12 g/mol

Positions of all 9 atoms, in Å:
S 2.089 0.263 -0.335
O 1.183 -0.046 1.123
O 1.390 -0.585 -1.410
N -1.583 -1.839 -2.238
C -0.893 -0.924 -2.124
C 0.029 0.147 -1.981
H -0.274 0.870 -1.240
H 1.536 -0.890 1.639
H 0.304 0.706 -2.852

Löwdin atomic charge list, values in e, 4 entries:
1 S 0.87
2 O -0.47
3 O -0.56
4 N 0.18

<three>
The following is a quantum chemistry calculation of a structure of composition C2H3NO2S, from the Open Molecules 2025 dataset.

Calculated values
Gap between HOMO and LUMO: 8.91 eV
LUMO energy: 0.2 eV
E_HOMO: -8.68 eV
Molecular weight: 105.12 g/mol

Positions of all 9 atoms, in Å:
S -1.476 -0.068 -0.471
O -0.709 -1.240 0.403
O -2.365 0.828 0.947
N 0.010 0.695 -0.905
C 0.993 0.173 -0.151
C 0.594 -0.888 0.534
H -0.009 1.576 -1.351
H 1.052 -1.652 1.151
H 1.911 0.576 -0.157

Löwdin atomic charge list, values in e, 4 entries:
1 S 1.12
2 O -0.30
3 O -0.58
4 N -0.18

<four>
The following is a quantum chemistry calculation of a structure of composition C2H3NO2S, from the Open Molecules 2025 dataset.

Calculated values
Gap between HOMO and LUMO: 10.63 eV
LUMO energy: 0.6 eV
E_HOMO: -10.05 eV
Molecular weight: 105.12 g/mol

Positions of all 9 atoms, in Å:
S 1.331 0.013 0.532
O -2.132 -0.392 -0.071
O 2.255 0.041 -0.562
N -0.014 -1.193 0.236
C -0.974 -0.244 0.117
C -0.067 1.031 0.037
H -0.270 1.980 0.610
H -0.083 -2.266 0.168
H -0.045 1.030 -1.068

Löwdin atomic charge list, values in e, 4 entries:
1 S 0.95
2 O 0.10
3 O -0.49
4 N -0.08

Which structure is the least stable? The one labeled <three>.

<one>
The following is a quantum chemistry calculation of a structure of composition C2H3NO2S, from the Open Molecules 2025 dataset.

Calculated values
Gap between HOMO and LUMO: 6.53 eV
LUMO energy: -2.3 eV
E_HOMO: -8.79 eV
Molecular weight: 105.12 g/mol

Positions of all 9 atoms, in Å:
S 1.676 -0.327 -0.118
O -2.132 -0.902 -0.231
O 0.425 1.754 -0.189
N 0.098 -0.960 0.181
C -1.019 -0.296 0.089
C -1.164 1.263 0.230
H -0.167 -1.939 0.063
H -2.572 1.703 0.459
H 1.995 -0.428 1.551

Löwdin atomic charge list, values in e, 4 entries:
1 S 0.74
2 O -0.04
3 O -0.36
4 N -0.35

<two>
The following is a quantum chemistry calculation of an isolated molecule of C2H3NO2S, from the Open Molecules 2025 dataset.

Calculated values
Gap between HOMO and LUMO: 10.02 eV
LUMO energy: 0.0 eV
SMILES string: NC(=O)C(=O)S
E_HOMO: -10.06 eV
Molecular weight: 105.12 g/mol

Positions of all 9 atoms, in Å:
S -0.601 -1.886 1.442
O -1.459 0.677 0.112
O 1.537 -1.125 0.128
N 0.524 1.120 -0.922
C 0.379 -0.876 0.417
C -0.318 0.399 -0.143
H 1.430 0.798 -1.048
H -1.697 -1.087 1.330
H 0.205 1.981 -1.317

Löwdin atomic charge list, values in e, 4 entries:
1 S 0.89
2 O 0.05
3 O 0.01
4 N 0.20

<three>
The following is a quantum chemistry calculation of an isolated molecule of C2H3NO2S, from the Open Molecules 2025 dataset.

Calculated values
Gap between HOMO and LUMO: 9.82 eV
LUMO energy: 0.1 eV
SMILES string: O=C1N[C@@H](O)S1
E_HOMO: -9.71 eV
Molecular weight: 105.12 g/mol

Positions of all 9 atoms, in Å:
S 1.370 -1.199 0.040
O -1.609 -0.867 -0.524
O 2.236 1.354 -0.188
N -0.054 0.785 0.018
C -0.631 -0.517 0.314
C 1.297 0.610 -0.136
H -0.408 1.543 0.591
H -0.785 -0.615 1.293
H -1.417 -1.095 -1.408

Löwdin atomic charge list, values in e, 4 entries:
1 S 0.85
2 O 0.05
3 O 0.03
4 N 0.01

<four>
The following is a quantum chemistry calculation of an isolated molecule of C2H3NO2S, from the Open Molecules 2025 dataset.

Calculated values
Gap between HOMO and LUMO: 10.29 eV
LUMO energy: 0.6 eV
SMILES string: O=C1NOCS1
E_HOMO: -9.71 eV
Molecular weight: 105.12 g/mol

Positions of all 9 atoms, in Å:
S -1.156 -0.249 1.063
O -0.009 2.192 1.280
O 0.197 -0.234 -1.091
N 0.850 0.668 -0.259
C -0.385 -1.208 -0.245
C -0.063 1.110 0.745
H -0.988 -1.880 -0.890
H 0.385 -1.805 0.292
H 1.168 1.407 -0.894

Löwdin atomic charge list, values in e, 4 entries:
1 S 1.00
2 O 0.04
3 O -0.19
4 N 0.01

Which structure is the least stable? The one labeled <one>.

<one>
The following is a quantum chemistry calculation of an isolated molecule of H3OP, from the Open Molecules 2025 dataset.

Calculated values
Gap between HOMO and LUMO: 9.64 eV
LUMO energy: 0.6 eV
SMILES string: OP
E_HOMO: -9.00 eV
Molecular weight: 50.00 g/mol

Positions of all 5 atoms, in Å:
P -0.545 0.500 -0.267
O 0.196 -0.840 0.315
H 0.315 -1.625 -0.296
H 0.769 0.891 -0.791
H -0.735 1.075 1.039

Löwdin atomic charge list, values in e, 4 entries:
1 P 0.68
2 O -0.55
3 H 0.07
4 H -0.09

<two>
The following is a quantum chemistry calculation of an isolated molecule of H3OP, from the Open Molecules 2025 dataset.

Calculated values
Gap between HOMO and LUMO: 9.91 eV
LUMO energy: 0.7 eV
SMILES string: OP
E_HOMO: -9.24 eV
Molecular weight: 50.00 g/mol

Positions of all 5 atoms, in Å:
P -0.745 0.230 -0.268
O 0.917 0.062 -0.295
H -0.749 -0.999 -0.695
H 1.518 0.775 0.125
H -0.941 -0.068 1.133

Löwdin atomic charge list, values in e, 4 entries:
1 P 0.71
2 O -0.53
3 H -0.15
4 H 0.08

Which structure is the least stable? The one labeled <one>.